Formula: C29H34FNO12
Source: OMol25
Level of theory: ωB97M-V/def2-TZVPD

As for the spin multiplicity: 1. The molar mass is 607.6 g mol⁻¹. The total energy comes out at -2182.6953 hartree. Its SMILES is CC(=O)OCCCCCc1cc(N(C(C)=O)C(C)=O)c2c(c1F)C(=O)C=CC2=O.C[C@@H]1COC(=O)O1.C[C@@H]1COC(=O)O1.

Each line ends with the Mulliken charge.
Cartesian coordinates (Å):
F1 3.42 -1.52 2.60  -0.319
O1 0.33 -4.70 -3.96  -0.572
O2 -0.70 5.95 -0.41  -0.267
O3 -2.58 3.79 1.97  -0.374
O4 -2.74 -2.19 2.03  -0.182
O5 0.35 6.70 -2.25  -0.360
O6 -2.80 2.38 0.20  -0.565
O7 2.68 -0.12 -3.58  -0.500
O8 0.48 -1.75 -4.67  -0.562
O9 -0.75 2.86 1.06  -0.145
O10 1.00 7.43 -0.20  -0.550
O11 4.20 1.00 1.29  -0.526
O12 -4.65 -2.34 0.68  -0.592
N1 1.63 -2.99 -3.05  0.222
C1 2.27 -5.64 -2.79  -0.949
C2 -0.91 -4.32 2.78  -0.313
C3 5.18 0.63 -1.00  -0.387
C4 -0.32 3.88 1.96  -0.195
C5 4.75 0.31 -2.32  -0.515
C6 1.58 -3.51 -0.40  -0.064
C7 -3.32 -3.37 2.70  -0.607
C8 1.98 -2.69 -1.65  -0.114
C9 -1.61 5.30 3.61  -1.415
C10 -0.98 5.70 -4.03  -1.491
C11 0.42 -2.26 -3.52  0.510
C12 2.95 -1.88 1.31  0.032
C13 2.04 -3.13 1.05  0.265
C14 3.33 -0.41 -2.55  0.409
C15 -3.20 -0.36 0.26  0.004
C16 -0.43 5.57 -2.63  0.522
C17 1.63 -4.02 2.33  -1.260
C18 2.86 -1.40 -1.40  0.310
C19 -1.50 3.99 2.88  0.483
C20 0.29 6.76 -0.89  0.580
C21 -3.60 -1.74 1.00  0.543
C22 0.37 -3.43 3.15  -0.366
C23 -0.95 -2.10 -2.72  -0.860
C24 -2.16 -3.88 3.72  -0.656
C25 3.32 -1.03 0.06  0.367
C26 -2.11 2.96 1.00  0.551
C27 4.23 0.28 0.26  0.108
C28 1.36 -4.42 -3.28  0.690
C29 -1.47 5.54 -1.54  -0.346
H1 -4.28 -3.12 3.26  0.374
H2 -1.71 6.52 -4.10  0.357
H3 1.61 -6.28 -2.10  0.254
H4 5.44 0.58 -3.18  0.354
H5 0.59 3.59 2.47  0.364
H6 -2.27 6.27 -1.68  0.278
H7 -4.18 0.08 -0.14  0.332
H8 -2.69 0.36 0.99  0.000
H9 -1.09 -2.99 -2.01  0.285
H10 -1.14 -4.19 1.65  0.046
H11 -2.59 5.39 4.09  0.367
H12 -1.82 -3.06 4.44  0.310
H13 0.58 -3.60 4.27  0.337
H14 -2.53 -4.80 4.29  0.329
H15 -1.79 -2.18 -3.51  0.379
H16 2.59 -6.34 -3.65  0.362
H17 -1.09 -1.08 -2.22  0.078
H18 -0.18 5.92 -4.73  0.370
H19 0.93 -4.46 -0.52  0.245
H20 -1.47 4.78 -4.34  0.383
H21 -1.51 6.16 2.94  0.300
H22 2.53 -4.09 3.03  0.432
H23 3.18 -5.33 -2.17  0.268
H24 -0.14 4.78 1.37  0.026
H25 -2.48 -0.60 -0.59  -0.246
H26 6.18 1.11 -0.75  0.336
H27 -0.71 -5.43 2.99  0.417
H28 -1.52 3.16 3.60  0.312
H29 -1.90 4.55 -1.39  0.207
H30 -0.84 5.38 4.38  0.387
H31 1.46 -5.08 1.92  0.398
H32 0.22 4.69 -2.57  0.270
H33 -3.47 -4.20 1.94  0.331
H34 0.23 -2.31 2.95  0.216

---

Formula: C29H34IrN9O3
Source: OMol25
Level of theory: ωB97M-V/def2-TZVPD

As for the spin multiplicity: 1. The total charge is +2. The molar mass is 748.9 g mol⁻¹. The total energy comes out at -1947.9901 hartree.

Each line ends with the Mulliken charge.
Cartesian coordinates (Å):
Ir1 -0.52 -0.86 0.01  0.809
O1 2.36 4.66 3.04  -0.384
O2 3.18 -1.58 -1.64  -1.011
O3 1.52 -1.31 -0.20  -0.824
N1 -0.19 -0.43 -2.03  -0.506
N2 4.07 2.18 -1.55  -0.327
N3 -0.78 -1.12 2.03  0.085
N4 0.37 3.24 1.68  -0.124
N5 4.40 0.12 -0.53  -0.377
N6 -1.25 -2.63 -0.65  0.430
N7 -2.48 -0.51 0.19  0.031
N8 -0.04 1.07 0.61  -0.617
N9 4.08 0.23 -2.79  -0.102
C1 3.51 0.76 -4.02  -1.309
C2 0.41 3.24 3.16  -0.346
C3 2.39 4.60 1.64  -0.393
C4 1.00 4.42 1.07  -0.685
C5 -3.25 -1.33 -0.62  -0.410
C6 -3.39 0.29 4.23  -0.970
C7 -3.21 -3.55 -1.73  0.591
C8 -4.32 0.59 3.27  -0.902
C9 -2.47 -4.72 -2.00  -0.608
C10 -4.58 -1.21 -0.98  -0.668
C11 -1.17 -4.83 -1.56  -1.017
C12 -4.08 0.37 1.89  -0.862
C13 1.84 3.48 3.62  -0.505
C14 -0.09 -1.44 4.28  -0.991
C15 -1.19 -0.78 4.75  -0.622
C16 2.00 -1.38 -1.39  0.720
C17 -2.17 -0.29 3.84  0.814
C18 0.98 -1.21 -2.52  0.331
C19 -2.87 -0.13 1.47  0.064
C20 1.48 -0.77 -3.90  -1.333
C21 -5.22 -2.23 -1.72  -0.929
C22 0.19 2.11 1.06  0.714
C23 -1.90 -0.45 2.47  0.933
C24 -2.57 -2.52 -1.03  1.298
C25 -4.57 -3.37 -2.09  -0.979
C26 4.17 0.84 -1.63  0.697
C27 0.08 -1.60 2.90  -0.093
C28 1.99 0.67 -4.09  -0.337
C29 -0.59 -3.75 -0.89  -0.167
H1 0.94 -2.13 2.49  0.548
H2 1.00 4.31 -0.02  0.431
H3 3.92 0.15 -4.82  0.425
H4 -0.05 0.57 -2.15  0.301
H5 4.09 -0.79 -2.73  0.420
H6 -5.14 -0.33 -0.70  0.538
H7 2.46 2.62 3.34  0.259
H8 4.17 2.74 -2.38  0.177
H9 -3.60 0.46 5.28  0.462
H10 1.50 1.39 -3.44  0.252
H11 1.88 3.61 4.70  0.378
H12 3.88 1.77 -4.21  0.412
H13 0.65 -1.85 4.96  0.470
H14 -5.27 1.01 3.56  0.433
H15 -5.08 -4.15 -2.64  0.438
H16 -6.25 -2.09 -1.99  0.428
H17 2.84 5.53 1.29  0.385
H18 -1.35 -0.65 5.81  0.498
H19 -2.94 -5.53 -2.54  0.476
H20 4.32 2.63 -0.68  0.239
H21 0.44 -3.78 -0.54  0.619
H22 4.37 0.56 0.37  0.188
H23 4.16 -0.87 -0.57  0.333
H24 2.27 -1.47 -4.19  0.476
H25 3.04 3.76 1.32  0.249
H26 0.01 2.30 3.53  0.237
H27 0.66 -0.96 -4.60  0.577
H28 -0.59 -5.72 -1.73  0.457
H29 -0.24 4.05 3.50  0.252
H30 0.58 -2.22 -2.67  0.072
H31 0.38 5.29 1.32  0.299
H32 -4.86 0.59 1.18  0.347
H33 1.73 0.97 -5.11  0.365
H34 -1.01 -0.66 -2.59  0.445

---

Formula: C29H34N4O4
Source: OMol25
Level of theory: ωB97M-V/def2-TZVPD

As for the spin multiplicity: 1. The molar mass is 502.6 g mol⁻¹. The total energy comes out at -1645.4902 hartree. Its SMILES is COc1ccc(N2CCN(C(=O)C(=O)c3cn(CC(=O)N4CCCCCC4)c4ccccc34)CC2)cc1.

Each line ends with the natural charge from an NBO analysis.
Cartesian coordinates (Å):
O1 -0.33 2.08 1.87  -0.521
O2 -0.56 -0.47 -5.49  -0.622
O3 -0.22 -3.26 -3.91  -0.540
O4 0.30 -2.62 0.96  -0.634
N1 2.58 1.02 -2.76  -0.455
N2 1.44 -0.66 -4.46  -0.427
N3 -1.78 -1.53 -0.40  -0.338
N4 -0.62 -2.23 2.98  -0.440
C1 2.20 1.60 -4.04  -0.214
C2 -0.66 -2.29 1.63  0.686
C3 -1.94 -0.25 -0.87  0.125
C4 -2.12 2.09 -2.30  -0.164
C5 -0.85 3.36 2.14  -0.248
C6 -1.56 0.99 -2.91  -0.241
C7 0.38 1.90 0.71  0.249
C8 0.68 -0.18 4.64  -0.401
C9 0.91 0.63 0.51  -0.174
C10 -2.59 2.02 -0.99  -0.239
C11 1.99 0.51 -5.10  -0.246
C12 3.26 -0.24 -2.92  -0.227
C13 -0.37 -2.07 -3.69  0.493
C14 -1.73 -1.84 3.82  -0.222
C15 -2.51 0.86 -0.26  -0.242
C16 1.31 2.55 -1.41  -0.256
C17 1.82 1.27 -1.63  0.236
C18 0.98 -1.67 4.83  -0.418
C19 2.32 -1.31 -3.51  -0.229
C20 -1.01 -1.53 -2.50  -0.290
C21 0.14 -1.00 -4.65  0.614
C22 -1.23 -2.29 -1.37  0.122
C23 -1.79 -0.31 4.01  -0.411
C24 -1.46 -0.20 -2.20  0.011
C25 0.64 -2.55 3.62  -0.220
C26 -0.76 0.19 5.01  -0.393
C27 -2.01 -1.96 0.95  -0.306
C28 0.59 2.86 -0.27  -0.277
C29 1.61 0.32 -0.63  -0.299
H1 -2.90 0.82 0.75  0.209
H2 4.11 -0.07 -3.60  0.197
H3 1.72 -1.78 -2.72  0.221
H4 0.64 -3.60 3.93  0.195
H5 -1.61 0.18 3.05  0.216
H6 0.87 0.11 3.61  0.211
H7 2.97 2.31 -4.38  0.188
H8 -2.79 -0.04 4.35  0.208
H9 -1.56 3.67 1.37  0.176
H10 -2.20 3.02 -2.84  0.202
H11 -0.99 -0.19 6.00  0.191
H12 -0.83 1.28 5.05  0.211
H13 1.26 2.15 -3.91  0.213
H14 0.45 -2.03 5.72  0.192
H15 -1.61 -2.32 4.79  0.209
H16 -1.01 -3.33 -1.21  0.239
H17 2.90 -2.10 -4.01  0.200
H18 -3.05 2.90 -0.55  0.207
H19 -1.24 1.05 -3.94  0.237
H20 1.48 3.33 -2.13  0.211
H21 -0.05 4.11 2.21  0.178
H22 1.41 -2.43 2.86  0.239
H23 2.04 -1.80 5.03  0.223
H24 2.93 0.24 -5.59  0.192
H25 1.28 0.84 -5.86  0.255
H26 3.66 -0.57 -1.96  0.224
H27 -1.36 3.29 3.09  0.192
H28 -2.54 -1.17 1.48  0.231
H29 0.21 3.86 -0.16  0.217
H30 -2.67 -2.21 3.39  0.206
H31 1.97 -0.70 -0.73  0.220
H32 -2.61 -2.88 0.96  0.231
H33 1.35 0.39 5.28  0.212
H34 0.76 -0.12 1.27  0.203

---

Formula: C29H34N6O7PSTi
Source: OMol25
Level of theory: ωB97M-V/def2-TZVPD

As for the spin multiplicity: 3. The total charge is -1. The molar mass is 689.5 g mol⁻¹. The total energy comes out at -3570.0430 hartree.

Each line ends with the Mulliken spin population.
Cartesian coordinates (Å):
Ti1 2.16 0.74 -0.08  0.960
S1 1.33 1.72 -2.68  -0.010
P1 -0.90 -1.58 0.76  0.025
O1 0.30 -0.77 0.46  -0.063
O2 2.42 0.75 -2.49  0.009
O3 2.75 -1.25 -0.37  0.004
O4 4.56 3.56 1.59  0.004
O5 3.17 -3.13 0.80  0.004
O6 3.38 2.36 0.09  -0.006
O7 1.61 2.95 -3.39  0.000
N1 0.77 1.82 -1.23  0.043
N2 -0.75 -3.08 0.06  0.001
N3 0.94 1.77 1.36  0.156
N4 3.48 0.27 1.44  -0.014
N5 -1.16 -1.95 2.36  -0.001
N6 -2.29 -0.80 0.34  0.008
C1 -2.87 -1.24 -5.91  0.000
C2 -0.20 -0.45 -3.33  -0.009
C3 -1.55 4.62 -0.44  -0.021
C4 4.93 -0.28 3.63  0.015
C5 4.00 2.56 1.20  0.018
C6 -0.13 -2.75 3.00  0.007
C7 -1.16 -1.12 -4.06  0.001
C8 -1.74 -0.96 3.26  0.003
C9 -3.57 -1.47 0.41  0.000
C10 -0.78 3.76 -1.23  0.081
C11 0.12 0.86 -3.66  0.006
C12 -2.27 0.37 -0.52  -0.007
C13 -0.73 3.57 1.59  -0.101
C14 -1.59 -4.21 0.37  0.000
C15 0.92 1.65 2.72  0.246
C16 4.10 1.27 2.04  0.011
C17 -0.69 3.42 3.01  0.494
C18 0.08 2.71 0.80  0.051
C19 3.64 -1.00 1.77  0.015
C20 0.27 -3.35 -0.95  -0.002
C21 -1.54 4.52 0.94  0.043
C22 4.84 1.03 3.18  -0.015
C23 -1.47 0.80 -5.45  -0.001
C24 -1.81 -0.51 -5.13  0.001
C25 0.01 2.80 -0.60  0.040
C26 0.14 2.43 3.54  -0.115
C27 -0.50 1.49 -4.72  0.003
C28 4.36 -1.33 2.90  -0.009
C29 3.12 -1.92 0.66  0.020
H1 -2.30 -3.96 1.16  0.000
H2 0.60 -2.11 3.51  -0.002
H3 -2.52 -0.40 2.75  0.004
H4 0.29 -0.94 -2.49  0.004
H5 -3.86 -0.85 -5.67  0.000
H6 1.56 0.88 3.13  0.037
H7 -2.15 -4.55 -0.51  0.000
H8 -0.23 2.50 -4.98  0.000
H9 -0.79 3.84 -2.31  0.023
H10 0.20 2.27 4.61  -0.001
H11 5.34 1.86 3.67  0.000
H12 -1.95 1.30 -6.29  0.000
H13 -1.27 0.77 -0.59  0.004
H14 -3.84 -1.94 -0.55  0.000
H15 5.50 -0.50 4.52  0.001
H16 0.83 -4.24 -0.67  0.000
H17 -4.35 -0.74 0.65  0.000
H18 -3.58 -2.24 1.19  -0.001
H19 -2.16 5.38 -0.92  0.003
H20 -0.98 -5.05 0.71  0.000
H21 -2.62 0.13 -1.53  0.000
H22 -1.40 -2.15 -3.81  0.000
H23 -0.19 -3.52 -1.93  0.000
H24 0.41 -3.35 2.27  0.000
H25 -2.17 -1.47 4.12  -0.004
H26 -0.58 -3.42 3.74  0.001
H27 4.49 -2.37 3.17  -0.001
H28 -2.73 -1.11 -6.99  0.000
H29 -2.86 -2.30 -5.69  0.000
H30 -2.15 5.19 1.54  -0.003
H31 0.98 -2.53 -1.01  0.002
H32 -0.99 -0.24 3.61  0.001
H33 -1.30 4.06 3.64  0.037
H34 -2.92 1.15 -0.11  -0.001